Below is a cluster of 9 separate species, C45H88ClF6N11O16PS in total at a distorted geometry, with properties calculated with wB97M-V/def2-TZVPD.

Geometry as XYZ:
```
169
Properties=species:S:1:pos:R:3:forces:R:3:mulliken_charge:R:1
C 3.5665 3.0251 4.6710 -0.8915 0.0157 -2.0615 -0.813
C 3.3829 3.1333 3.2514 -0.2851 -0.2389 3.2188 -0.321
C 2.8324 1.8736 2.4059 2.5479 2.3580 0.5468 0.798
O 2.5590 0.6975 3.2017 -1.9296 1.9814 -1.6411 -0.165
N 3.7060 0.0528 3.5567 1.5929 -2.2722 1.2141 0.213
O 3.4723 -0.9299 4.1705 -0.0501 1.6698 -0.9959 -0.379
C 4.0119 1.7165 1.2744 1.2405 -1.0754 -1.0611 -1.084
N 4.5323 2.9647 0.6439 -1.4310 -0.7074 0.0784 -0.418
C 3.1902 0.8017 0.2406 0.0444 -1.5478 1.0345 -0.533
C 3.8530 0.2937 -1.1072 -0.2806 0.6707 -2.5593 -0.771
O 3.4208 0.4364 -2.2640 1.0989 -0.3505 4.1223 -0.531
C 5.2331 -0.5535 -0.9341 -0.3960 -0.0566 1.1867 1.069
F 4.8592 -1.6789 -0.1171 1.2640 2.3602 -1.6996 -0.314
F 6.2280 0.2462 -0.2670 -2.2160 -1.9044 -1.1703 -0.329
C 5.8882 -1.0019 -2.3202 0.6868 0.4127 -1.3089 0.741
F 6.2397 0.2125 -2.9987 -1.4114 -2.8075 1.3732 -0.277
F 5.0372 -1.8239 -3.1176 1.6323 2.2692 2.0331 -0.284
C 7.2706 -1.8226 -2.1598 2.0061 -0.8109 0.2466 0.683
F 8.3602 -1.0216 -2.6225 -2.6269 -1.8093 1.1824 -0.260
F 7.5665 -2.2040 -0.8285 -0.8708 1.2507 -2.2671 -0.269
C 7.2961 -3.1946 -3.0357 0.6184 -1.0309 -3.0072 0.227
O 7.5294 -3.1558 -4.2543 -0.7564 -0.0225 4.6764 -0.460
O 7.0693 -4.3827 -2.2966 0.9187 2.3821 -0.8147 -0.433
C 1.6275 1.3066 0.2153 2.2617 -0.7034 -1.4267 0.658
Cl 0.7745 -0.3409 0.3632 -0.2162 1.9450 0.1183 -0.069
C 1.2307 2.2649 -1.0021 0.0198 0.0572 -1.3637 -0.524
C 0.2028 1.6488 -2.0676 -0.3768 1.1527 -0.4316 -0.950
C -1.2517 2.2186 -1.7148 -0.2991 -0.1181 -0.6010 0.028
C -2.4506 1.6201 -2.5908 -0.6179 1.5929 -0.0138 -0.495
C -3.8171 2.2323 -1.9447 1.3694 0.1761 1.5178 -0.497
C -4.2253 1.4383 -0.5958 -1.5849 -0.3483 -1.0351 -0.103
C -5.0650 0.1074 -0.9883 1.0660 0.3052 0.6467 -0.483
C -5.0738 -0.8707 0.2988 -0.8097 -0.3557 -0.5325 -0.328
C -6.5304 -1.5256 0.5792 0.6874 0.8394 -0.0583 -0.511
O -6.7284 -2.7337 -0.1923 -0.1984 0.3679 1.7536 -0.338
C -7.2553 -3.8159 0.6178 -0.5267 -1.1053 -0.3513 -0.544
N 1.6618 2.1765 1.4764 0.3834 -0.8433 0.4724 -0.140
P 0.1416 2.6427 2.2792 -4.4825 2.8853 2.8473 0.681
O -1.2017 1.6882 1.9117 3.4594 0.1874 0.9597 -0.405
O 0.3306 2.5678 3.9944 0.0747 -2.3583 -3.5264 -0.483
S -0.2056 4.5011 1.8596 0.6146 -1.4941 -0.1270 -0.316
H 4.5551 3.2805 5.1994 -2.0503 0.7818 -0.8761 0.299
H 2.6545 2.7211 5.3068 2.0120 -0.8604 -0.9645 0.225
H 3.6275 4.1387 2.7723 0.6423 -2.1586 -0.0659 0.406
H 4.9854 1.2324 1.6607 -2.2903 -0.0373 -0.0852 0.620
H 4.4600 2.8598 -0.3747 0.3898 0.3590 0.6501 0.314
H 5.4907 3.1827 0.9415 -0.7445 -0.1807 -0.3215 0.333
H 3.0830 -0.1848 0.8382 0.4344 1.4126 -1.0145 0.845
H 7.6903 -5.0872 -2.5892 -0.6391 0.6121 -0.2761 0.380
H 2.1838 2.5479 -1.5935 -1.2352 -0.7006 1.2758 0.436
H 0.7849 3.2817 -0.6755 0.5820 -1.7946 -0.0246 0.467
H 0.2635 0.5220 -2.2118 -0.0386 1.4502 0.5211 0.365
H 0.4872 2.1099 -3.0897 -0.3836 -0.8201 1.6057 0.373
H -1.2215 3.3544 -1.9358 -0.1190 -1.7409 0.4198 0.180
H -1.5398 2.1063 -0.6167 0.6929 -0.0122 -1.2889 -0.252
H -2.3745 2.1060 -3.6313 -0.0035 -1.0590 1.3748 0.321
H -2.4711 0.4835 -2.6703 0.1418 1.4557 0.1809 0.234
H -3.5082 3.2874 -1.5892 -0.7189 -1.5357 -0.9426 0.064
H -4.6629 2.3221 -2.7008 1.0562 -0.2826 1.1105 0.501
H -3.3284 1.1380 0.0470 -1.0650 0.4661 -1.0221 -0.158
H -4.9350 2.0682 0.0615 1.2706 -0.7515 -0.9440 0.332
H -4.4963 -0.3529 -1.8838 -1.1495 0.4094 1.4252 0.095
H -6.1355 0.3700 -1.3207 1.6957 -0.3242 0.5042 0.328
H -4.7725 -0.3080 1.2579 -0.3795 -0.6658 -1.5263 0.260
H -4.3209 -1.7048 0.0973 -1.0074 0.9735 0.5511 0.108
H -6.6327 -1.6890 1.7185 0.0414 0.0042 -1.8080 0.358
H -7.3219 -0.7651 0.2318 1.0332 -0.9909 0.7113 0.237
H -7.9827 -3.4473 1.4342 1.2170 -0.4400 -1.1879 0.321
H -7.8536 -4.4994 -0.0947 1.0449 1.0619 1.1647 0.212
H -6.4024 -4.4590 1.0538 -1.3321 1.0922 -0.5088 0.188
H 1.9908 3.0981 1.0874 -0.5297 -0.3354 0.2740 0.623
H -1.1097 0.7566 2.2305 -0.2418 0.5880 -0.4052 0.352
H 0.2681 1.6032 4.2379 0.1229 1.0714 0.2555 0.349
C -6.3355 -8.7205 1.0332 -0.2055 -0.0169 0.0081 -1.359
C -5.4976 -7.6293 0.4244 0.4157 0.4000 -0.2567 0.874
O -5.9915 -6.6967 -0.2029 -0.1059 -0.0770 0.0402 -0.644
N -4.1507 -7.6955 0.5849 -0.7194 -0.0912 -0.0912 0.094
C -3.3838 -8.7061 1.2844 0.2108 0.3890 -0.2686 -0.899
H -7.3879 -8.5316 0.8219 0.1716 0.0884 -0.0487 0.312
H -6.0623 -9.6852 0.6009 0.0100 -0.0268 0.2073 0.368
H -6.1962 -8.7372 2.1161 0.0511 -0.2038 -0.0567 0.341
H -3.6532 -6.9297 0.1505 0.1593 -0.0380 0.1417 0.050
H -2.8208 -8.2178 2.0798 0.0351 -0.3076 0.0213 0.169
H -2.6866 -9.1579 0.5757 0.0735 -0.1640 0.1947 0.247
H -4.0143 -9.4816 1.7137 0.0718 0.1770 -0.0176 0.430
C -5.2485 5.8415 -3.8189 -0.0177 -0.0401 -0.0202 -1.419
C -4.0340 5.8370 -2.9347 0.3283 -0.0069 0.2153 0.875
O -3.1212 5.0270 -3.0783 0.1054 0.0779 -0.1442 -0.660
N -3.9645 6.7707 -1.9505 -0.1038 -0.4593 -0.4325 -0.081
C -4.9343 7.7986 -1.6300 0.3462 0.1052 0.3337 -0.895
H -5.1654 5.0445 -4.5566 0.0652 0.0827 0.1749 0.208
H -6.1455 5.6679 -3.2206 -0.0362 0.1548 -0.0899 0.446
H -5.3202 6.7953 -4.3453 -0.2178 -0.0785 0.0049 0.404
H -3.1230 6.7138 -1.3952 -0.0986 0.0247 -0.0662 0.221
H -4.4444 8.7692 -1.7196 -0.3430 0.1092 -0.0152 0.254
H -5.2596 7.6531 -0.5978 -0.1807 0.1652 -0.0491 0.290
H -5.8002 7.7706 -2.2882 0.1992 0.0060 0.0209 0.362
C 7.9544 -3.1799 7.4765 0.0340 -0.0073 0.0278 -0.954
C 6.6240 -2.9987 8.1552 -0.0895 -0.1624 0.7673 0.596
O 6.4509 -3.2693 9.3341 0.0427 0.0928 -0.3560 -0.648
N 5.5883 -2.5144 7.4107 0.2916 -0.0381 -0.0505 -0.131
C 5.5959 -2.1394 6.0137 -0.4053 -0.0643 0.4324 -0.553
H 8.6780 -3.5708 8.1906 -0.1790 0.0270 -0.0698 0.324
H 7.8593 -3.8925 6.6548 0.1634 0.0978 -0.0360 0.204
H 8.3173 -2.2186 7.1059 0.0518 -0.1103 -0.1493 0.346
H 4.7267 -2.4184 7.9287 0.1026 -0.0338 -0.0570 0.209
H 5.3114 -1.0880 5.9396 0.0922 0.0002 -0.2787 0.200
H 4.8568 -2.7496 5.4908 0.1061 0.1231 -0.2640 0.240
H 6.5720 -2.2822 5.5534 -0.0720 -0.0086 0.1663 0.161
C -0.1618 -5.5463 -2.0029 0.1737 -0.0442 0.0620 -1.421
C -1.5047 -5.4057 -1.3394 -0.6136 0.0701 0.2076 0.984
O -1.6810 -5.6775 -0.1565 0.1238 -0.0687 -0.0309 -0.700
N -2.5450 -4.9611 -2.0941 0.5997 -0.1499 0.2961 -0.066
C -2.5366 -4.5925 -3.4944 -0.4245 0.0148 0.1780 -0.856
H 0.5658 -5.9099 -1.2775 -0.2001 0.0287 0.0006 0.298
H -0.2244 -6.2655 -2.8220 0.0905 0.1607 -0.0723 0.380
H 0.1737 -4.5759 -2.3750 0.0186 -0.1160 -0.1747 0.350
H -3.4163 -4.8911 -1.5846 -0.0111 -0.0272 -0.1007 0.143
H -2.8552 -3.5516 -3.5777 0.0488 -0.0246 -0.2617 0.238
H -3.2497 -5.2291 -4.0213 0.0998 0.1278 -0.2139 0.310
H -1.5521 -4.7051 -3.9449 -0.0921 -0.0244 0.1424 0.346
C -3.3554 5.6522 -6.9704 -0.0157 -0.1020 0.0039 -1.318
C -3.8826 7.0453 -7.1833 -0.4548 0.3711 0.0213 0.872
O -4.9946 7.3896 -6.7995 0.2853 -0.0244 0.0588 -0.666
N -3.0804 7.9384 -7.8266 -0.1305 -0.3870 0.2906 -0.123
C -1.7474 7.7233 -8.3499 -0.1802 0.4504 -0.0912 -0.878
H -4.1016 5.0562 -6.4474 0.0574 0.1867 -0.0976 0.167
H -3.1484 5.1816 -7.9339 0.1515 -0.0219 0.0932 0.478
H -2.4496 5.6865 -6.3613 0.0246 -0.1311 -0.1061 0.344
H -3.4968 8.8523 -7.9354 0.0321 -0.1151 -0.0663 0.226
H -1.0689 8.4263 -7.8624 0.2187 -0.1382 -0.1268 0.269
H -1.7626 7.9247 -9.4227 0.2647 -0.1046 0.0024 0.315
H -1.3965 6.7073 -8.1794 -0.1393 0.1168 0.0257 0.330
C -1.5948 -7.9116 4.7717 0.1412 0.0555 -0.0795 -1.397
C -2.7642 -8.8484 4.9090 -0.3955 -0.5874 -0.1436 0.800
O -2.9659 -9.7597 4.1173 0.1443 0.1878 0.1749 -0.643
N -3.6135 -8.6580 5.9558 0.3749 0.1144 -0.3112 -0.171
C -3.5429 -7.6449 6.9879 -0.3866 -0.3227 0.0361 -0.829
H -1.0098 -8.1866 3.8943 -0.1612 -0.0718 0.0943 0.314
H -1.9510 -6.8870 4.6444 0.1266 0.0197 0.1279 0.363
H -0.9539 -7.9839 5.6529 -0.0251 0.1805 -0.0238 0.457
H -4.3743 -9.3217 5.9864 0.0922 0.0654 0.0098 0.239
H -3.4717 -8.1446 7.9559 0.0501 0.2626 0.1095 0.288
H -4.4616 -7.0558 6.9549 0.1249 0.1740 0.1904 0.282
H -2.6872 -6.9847 6.8598 -0.0849 -0.1426 -0.0630 0.318
C -4.1956 12.6333 -3.5977 -0.0212 0.1191 0.0973 -1.402
C -4.6479 11.2721 -4.0518 -0.3713 -0.5080 -0.0164 0.855
O -5.5430 10.6592 -3.4864 0.1774 0.1327 0.0658 -0.628
N -4.0274 10.7201 -5.1317 -0.0570 0.2445 0.3567 -0.021
C -2.9574 11.2822 -5.9277 -0.2154 -0.4730 -0.0740 -0.871
H -4.7802 12.9400 -2.7308 0.0036 -0.1618 -0.1313 0.305
H -3.1420 12.5999 -3.3119 -0.0053 0.1578 -0.1186 0.360
H -4.3493 13.3627 -4.3957 0.1797 0.0347 0.0630 0.382
H -4.3823 9.8057 -5.3807 -0.0223 0.0583 -0.0490 0.124
H -3.3022 11.3609 -6.9611 0.2295 0.1798 -0.0716 0.259
H -2.1034 10.6026 -5.8849 0.1667 0.1910 -0.1311 0.249
H -2.6528 12.2655 -5.5743 -0.1005 -0.1287 -0.0022 0.378
C 12.1108 -4.5240 3.8769 0.1350 -0.0357 -0.0051 -1.360
C 10.7794 -4.3417 4.5527 -0.2326 -0.1314 0.7067 0.896
O 10.6053 -4.6118 5.7327 0.0506 0.0871 -0.3182 -0.606
N 9.7461 -3.8581 3.8061 0.3582 -0.0707 0.0062 -0.008
C 9.7559 -3.4843 2.4072 -0.4480 0.0267 0.2760 -0.929
H 12.8319 -4.9144 4.5944 -0.2098 0.0554 0.0023 0.298
H 12.0174 -5.2375 3.0554 0.0980 0.1436 -0.0768 0.361
H 12.4753 -3.5638 3.5059 0.0269 -0.1165 -0.1498 0.352
H 8.8839 -3.7614 4.3224 0.1116 -0.0388 -0.0626 0.078
H 9.4721 -2.4325 2.3300 0.0797 0.0011 -0.2956 0.273
H 9.0175 -4.0946 1.8828 0.1028 0.1054 -0.2603 0.310
H 10.7324 -3.6280 1.9488 -0.0966 -0.0079 0.1505 0.334
```
Positions in Å, forces in eV/Å.

The calculation puts the HOMO-LUMO gap at 6.2 eV. For the HOMO energy, the calculation gives -10.035 eV. For the electronic energy, the calculation gives -146181.006 eV. As for the total charge: +1. The calculation puts the strongest force on any atom at 6.04 eV/A.